The following is a quantum chemistry calculation of a structure of composition C20H27AgClN6, from the OMol25 dataset.

CARTESIAN COORDINATES (ANGSTROEM)
1 Ag -0.4157 0.8983 -1.0093
2 C 3.7590 -1.2442 -0.6304
3 C 2.4385 -0.5502 -0.4316
4 N 1.7943 0.0645 -1.3491
5 C 2.2715 0.1478 -2.6987
6 C 1.6267 -0.9291 -3.5666
7 N 0.1719 -0.8431 -3.6425
8 C -0.5751 -1.7033 -2.6892
9 C -2.0469 -1.3440 -2.5757
10 N -2.2557 0.0637 -2.1694
11 C -3.4581 0.2506 -1.3625
12 C -3.4304 -0.4129 0.0137
13 N -2.1434 -0.2954 0.5786
14 C -1.7479 -0.9480 1.5891
15 C -2.5319 -1.9613 2.3835
16 C -0.2921 -0.7825 1.8970
17 C 0.3085 -0.8749 3.1372
18 C 1.6596 -0.7130 3.2688
19 C 2.4425 -0.5304 2.1519
20 C 1.8065 -0.6201 0.9198
21 N 0.4812 -0.6844 0.8189
22 H 4.4500 -0.9943 0.1717
23 H 4.2378 -1.0111 -1.5366
24 H 3.6232 -2.3227 -0.5165
25 H 3.3444 0.0468 -2.8138
26 H 2.0217 1.1270 -3.1181
27 H 1.9097 -1.9050 -3.1645
28 H 2.0181 -0.9066 -4.5335
29 H -0.1441 0.1263 -3.5827
30 H -0.0994 -1.6900 -1.6723
31 H -0.4925 -2.7219 -3.0848
32 H -2.4318 -1.9945 -1.7990
33 H -2.5155 -1.5503 -3.5501
34 H -2.3921 0.6468 -2.9959
35 H -4.3574 -0.0867 -1.8901
36 H -3.5204 1.3263 -1.2133
37 H -3.7469 -1.4367 -0.0690
38 H -4.1131 0.1290 0.6508
39 H -2.2275 -2.9934 2.1409
40 H -3.6103 -1.8805 2.2319
41 H -2.2675 -1.8029 3.4144
42 H -0.2498 -0.9951 4.0451
43 H 2.1233 -0.7433 4.2658
44 H 3.5217 -0.3861 2.2460
45 Cl -1.1792 2.8401 4.3959
46 C -0.2468 2.9849 2.9386
47 C 0.9621 3.6082 2.9460
48 C 1.5956 3.7449 1.7150
49 C 1.0420 3.2741 0.5641
50 N -0.1284 2.5930 0.5794
51 C -0.7789 2.5030 1.7387
52 H 1.4220 3.9358 3.8714
53 H 2.5776 4.2257 1.6896
54 H 1.5239 3.3287 -0.3957
55 H -1.7345 1.9922 1.6972

lowest unoccupied orbital energy	-2.636	eV
net charge	+1
calculated total energy	-1713.79837	Eh
gap between HOMO and LUMO	8.53	eV